Density functional theory data (ωB97M-V/def2-TZVPD) for a molecular structure, C30H58Cl14F12N2O14S4Zn.

Last column: Löwdin charge in e.
Atoms and positions in Å:
Zn: 34.7113 -7.0128 0.5931  1.220
C: 34.4586 -11.1136 -2.9919  -0.554
F: 35.5227 -11.7422 -2.4822  0.132
F: 34.0616 -11.6218 -4.1977  0.118
F: 33.3636 -11.1179 -2.1782  0.102
S: 34.8963 -9.2260 -3.3297  0.656
O: 35.1466 -9.1392 -4.7543  -0.270
O: 33.7552 -8.4529 -2.8312  -0.360
N: 36.0931 -8.9363 -2.1390  -0.287
S: 37.3963 -9.1202 -3.0279  0.555
O: 37.4469 -10.3048 -3.8725  -0.272
O: 37.7494 -7.8742 -3.6630  -0.266
C: 38.7561 -9.4512 -1.6808  -0.671
F: 38.3707 -10.1570 -0.6421  0.145
F: 39.8089 -10.0472 -2.2764  0.129
F: 39.1868 -8.3165 -1.1868  0.140
C: 30.2048 -3.6503 1.1752  -0.632
F: 30.0202 -2.9504 0.0498  0.140
F: 29.3194 -3.2608 2.1284  0.143
F: 30.1673 -4.9353 1.0033  0.170
S: 32.0051 -3.2851 1.8307  0.730
O: 31.9762 -1.8989 2.2982  -0.289
O: 32.1785 -4.3455 2.8311  -0.342
N: 33.1886 -3.7209 0.5008  -0.240
S: 33.4319 -2.2527 0.0183  0.512
O: 32.2384 -1.4981 -0.3730  -0.264
O: 34.3677 -1.5957 0.8746  -0.255
C: 34.4392 -2.5824 -1.6307  -0.524
F: 33.7260 -3.3282 -2.5437  0.091
F: 34.7447 -1.3925 -2.2147  0.123
F: 35.5652 -3.2966 -1.2460  0.062
C: 26.8151 -6.7528 -5.9463  -0.123
O: 27.5505 -5.6192 -6.4584  -0.164
C: 28.0259 -4.8588 -5.2783  -0.164
C: 29.3506 -4.1306 -5.5893  -0.239
O: 29.1655 -3.2937 -6.6808  -0.181
C: 30.3344 -2.6163 -7.1226  -0.095
H: 26.7268 -7.4977 -6.7371  0.082
H: 25.7974 -6.5111 -5.6398  0.080
H: 27.2583 -7.2875 -5.1062  0.075
H: 28.3557 -5.5323 -4.4873  0.105
H: 27.2681 -4.1912 -4.8682  0.123
H: 30.1355 -4.8483 -5.8276  0.122
H: 29.7380 -3.6338 -4.6998  0.120
H: 29.9928 -2.0486 -7.9882  0.090
H: 31.1427 -3.2819 -7.4253  0.086
H: 30.7067 -1.9498 -6.3447  0.084
C: 30.1308 -6.0691 10.0375  -0.067
O: 31.1478 -7.0327 10.4979  -0.214
C: 31.1622 -8.2701 9.7761  -0.205
C: 32.2853 -9.1456 10.3131  -0.213
O: 31.9181 -9.5449 11.6280  -0.184
C: 32.8823 -10.4580 12.1676  -0.096
H: 30.1997 -5.1606 10.6358  0.083
H: 29.1488 -6.5421 10.0259  0.082
H: 30.4114 -5.7415 9.0366  0.076
H: 31.3250 -8.0105 8.7301  0.115
H: 30.1429 -8.6354 9.9019  0.123
H: 33.2185 -8.5824 10.3119  0.126
H: 32.4121 -10.0073 9.6578  0.117
H: 33.0111 -11.3161 11.5079  0.083
H: 32.4495 -10.7121 13.1352  0.090
H: 33.8335 -9.9526 12.3350  0.085
C: 32.9395 -9.4886 2.9154  -0.067
O: 34.2155 -8.8087 2.9151  -0.266
C: 35.1613 -9.4140 3.8099  -0.177
C: 36.2321 -8.3618 4.1334  -0.159
O: 36.2107 -7.2967 3.1502  -0.268
C: 37.2160 -6.3375 3.4628  -0.080
H: 33.0763 -10.5413 2.6681  0.095
H: 32.2771 -9.0205 2.1873  0.087
H: 32.4697 -9.4274 3.8971  0.095
H: 35.5258 -10.3786 3.4568  0.128
H: 34.6673 -9.7434 4.7240  0.123
H: 37.1327 -8.9514 3.9619  0.125
H: 36.1750 -8.1078 5.1918  0.134
H: 38.1837 -6.8221 3.3335  0.098
H: 37.0774 -5.9423 4.4691  0.100
H: 37.0694 -5.5295 2.7461  0.089
Cl: 22.6589 -4.1418 0.1025  0.532
C: 22.4770 -2.3818 -0.0230  -0.685
C: 21.0108 -1.9124 -0.3193  -0.633
Cl: 20.9876 -0.1569 0.0415  0.540
H: 23.1450 -2.0509 -0.8182  0.065
H: 22.7539 -1.9642 0.9450  0.050
H: 20.3077 -2.4980 0.2730  0.064
H: 20.6773 -2.0687 -1.3452  0.067
Cl: 33.9323 -1.8158 8.3698  0.604
C: 33.1505 -0.3513 8.7513  -0.769
C: 33.5115 0.1828 10.0975  -0.601
Cl: 35.1958 0.9612 10.0729  0.486
H: 32.0721 -0.4615 8.6370  0.081
H: 33.5713 0.3543 8.0349  0.056
H: 33.4698 -0.6574 10.7906  0.067
H: 32.7604 0.9428 10.3127  0.075
Cl: 42.9807 3.8592 -4.5340  0.519
C: 43.3758 2.5190 -5.6643  -0.662
C: 43.3071 1.1409 -5.0088  -0.675
Cl: 41.7039 0.7804 -4.3315  0.536
H: 44.3485 2.6395 -6.1410  0.074
H: 42.6761 2.5424 -6.4998  0.066
H: 44.1261 1.0784 -4.2923  0.073
H: 43.4987 0.4103 -5.7946  0.069
Cl: 35.4807 4.7066 -2.0991  0.515
C: 36.7842 4.4989 -0.8921  -0.651
C: 37.1754 5.7714 -0.0819  -0.641
Cl: 37.8776 7.0124 -1.1419  0.528
H: 37.5770 3.9707 -1.4219  0.063
H: 36.3129 3.7696 -0.2332  0.055
H: 37.8217 5.5844 0.7756  0.072
H: 36.2387 6.1929 0.2828  0.058
Cl: 26.8462 2.7556 -2.7068  0.483
C: 28.4228 2.8071 -3.6629  -0.603
C: 28.1968 3.7171 -4.8895  -0.672
Cl: 29.6629 3.8173 -5.9152  0.534
H: 28.5570 1.7761 -3.9905  0.057
H: 29.2758 3.0705 -3.0375  0.074
H: 28.0682 4.6936 -4.4225  0.058
H: 27.3094 3.4490 -5.4628  0.069
Cl: 39.9775 -2.4277 -9.3977  0.454
C: 38.7513 -3.3347 -8.3554  -0.581
C: 38.4568 -4.7446 -8.9152  -0.701
Cl: 37.6376 -4.7938 -10.4518  0.565
H: 37.9544 -2.5991 -8.2463  0.061
H: 39.1676 -3.3518 -7.3482  0.064
H: 37.7975 -5.2267 -8.1934  0.066
H: 39.3036 -5.4304 -8.9388  0.072
Cl: 31.2938 4.3105 2.6686  0.510
C: 29.8230 4.8868 3.5131  -0.650
C: 29.5790 4.1009 4.8460  -0.631
Cl: 30.8805 4.5701 5.9939  0.511
H: 29.0261 4.5987 2.8275  0.060
H: 29.9318 5.9622 3.6539  0.064
H: 29.4553 3.0242 4.7298  0.072
H: 28.6268 4.4591 5.2373  0.063

2S+1: 1
Highest occupied orbital energy in eV: -9.61
Calculated total energy in Eh: -13353.29651